50
Properties=species:S:1:pos:R:3:mulliken_charge:R:1 method="wB97M-V/def2-TZVPD" total_charge=-2 lumo_ev=4.163 fmax_ev_per_a=0.106 relative_energy_kcal_mol=0.0 gap_ev=5.40 total_energy_ha=-5060.3152
Na 0.107 1.061 0.622 0.711
Cl -1.952 -4.968 4.463 -0.332
C -1.765 -3.354 3.803 0.251
C -2.904 -2.553 3.623 -0.762
C -2.769 -1.302 3.103 0.457
Cl -4.187 -0.310 2.922 -0.236
C -1.507 -0.736 2.654 0.414
O -1.457 0.388 2.116 -1.024
C -0.372 -1.593 2.911 0.763
C 0.994 -1.206 2.627 -0.355
O 1.422 -0.180 2.125 -0.638
C -0.534 -2.873 3.471 -0.423
H -3.883 -2.927 3.890 0.383
H 1.730 -1.980 2.943 0.244
H 0.347 -3.488 3.623 0.328
C 2.597 -5.569 -0.780 -0.463
C 2.233 -5.080 -2.027 -0.657
C 1.330 -4.027 -2.137 -0.346
C 0.763 -3.413 -1.015 0.061
C 1.158 -3.925 0.230 0.224
C 2.047 -4.984 0.354 -0.632
Si -0.449 -1.893 -1.056 -0.653
C -2.044 -2.717 -0.314 0.490
C -2.176 -4.024 0.169 0.046
C -3.387 -4.513 0.650 -0.613
C -4.518 -3.707 0.647 -0.411
C -4.417 -2.404 0.178 -0.519
C -3.197 -1.921 -0.272 -0.578
C -0.929 -2.020 -2.938 -0.207
C -1.876 -2.906 -3.466 0.363
C -2.125 -2.988 -4.831 -0.714
C -1.424 -2.183 -5.721 -0.330
C -0.483 -1.290 -5.226 -0.530
C -0.253 -1.210 -3.857 -0.479
H 3.295 -6.394 -0.693 0.323
H 2.649 -5.527 -2.925 0.360
H 1.057 -3.679 -3.128 0.247
H 0.742 -3.485 1.129 0.236
H 2.314 -5.352 1.340 0.395
H -1.315 -4.683 0.169 0.368
H -3.444 -5.527 1.032 0.372
H -5.462 -4.085 1.024 0.341
H -5.281 -1.750 0.197 0.388
H -3.129 -0.884 -0.592 0.262
H -2.430 -3.549 -2.791 0.343
H -2.867 -3.687 -5.203 0.354
H -1.616 -2.246 -6.786 0.334
H 0.065 -0.647 -5.906 0.371
H 0.470 -0.490 -3.483 0.305
Br 0.763 3.649 -0.212 -0.829